[1]
Here is a 2-piece molecular cluster, CH2NOS2 overall in a non-equilibrium geometry from OMol25. Energies are from ωB97M-V/def2-TZVPD.

Properties
DFT total energy ... -965.69727 a.u.
Spin multiplicity ... 1
F_max ... 3.0 eV/A
LUMO energy ... 3.5 eV
Net charge ... -1
HOMO-LUMO gap ... 6.400 eV
Relative energy (zero: lowest compared OMol25 entry of this formula, charge and spin) ... 1.070 eV

Structure (XYZ):
```
7
CH2NOS2 | OMol25 | ωB97M-V/def2-TZVPD
S 2.81098 0.14000 0.40199
S -0.10032 1.58532 0.22011
O 0.59135 -1.40420 0.12135
C 1.34810 -0.51141 0.30794
N -1.59880 0.48631 -0.10187
H -1.57379 0.18934 -1.12464
H -1.47752 -0.48537 0.17511
```

Electronic structure analysis, Löwdin charges in units of e: 0.492 0.198 -0.056 -1.079 -0.477 -0.016 -0.061



[2]
Here is C25H22BrCdN4O5S as an isolated structure from OMol25. Energies are from ωB97M-V/def2-TZVPD.

Properties
DFT total energy ... -4701.20576 a.u.
Spin multiplicity ... 1
F_max ... 0.5 eV/A
LUMO energy ... 2.7 eV
Net charge ... -1
HOMO-LUMO gap ... 7.338 eV
Relative energy (zero: lowest compared OMol25 entry of this formula, charge and spin) ... 0.000 eV

Structure (XYZ):
```
59
C25H22BrCdN4O5S | OMol25 | ωB97M-V/def2-TZVPD
H -2.41122 1.49520 -1.84667
H -2.98913 -2.86896 2.44816
C 2.87728 0.79732 0.07378
C -2.72599 2.29636 -0.03077
O 2.32508 1.93652 0.12361
N -1.27694 -1.23336 -1.43885
S -1.46214 3.39831 0.05414
C -1.76692 -1.13047 2.18961
C -2.48759 -2.05695 2.96564
C -4.09969 0.58462 -0.80758
H -2.23362 -2.33729 0.44071
H -4.12266 -0.02864 1.30992
H -5.43584 1.07462 0.86926
H -2.13912 -2.50961 -3.39068
C 0.87148 1.08911 4.73949
H 7.15463 -0.65659 -1.22072
C -1.14829 -0.01046 4.24651
O -0.47724 0.91398 2.20219
H -3.13214 -2.68487 4.91111
C 5.17853 -0.04076 -0.68889
H 1.12112 1.17695 3.68328
O 2.25334 -0.27886 0.04923
C 7.17140 0.83403 0.32729
H 0.69031 0.51666 -4.34273
Cd 0.22970 1.03880 0.08759
C 6.56252 -0.01365 -0.58423
O -0.25167 0.73974 -2.14196
C -1.51279 -2.02734 -4.12920
Br 4.44076 -1.19379 -1.99848
N -3.53163 1.97086 1.00257
H 4.39467 2.31286 1.57171
H 0.78930 -0.29607 -6.69464
C -1.47699 -2.47561 -5.44114
H 1.35663 0.20540 5.16743
O -0.53685 1.01316 4.93036
C -0.74169 -0.42559 -2.32386
H 1.20734 1.97714 5.27184
C 6.39700 1.67195 1.11711
C -1.74914 -1.40934 0.75951
H 8.25104 0.84374 0.41020
C 0.13841 -0.78151 -5.97775
H -1.88241 -0.82131 6.04673
H -0.61743 -2.20923 -7.39284
C -2.56578 -1.96605 4.33428
C -4.38769 0.83031 0.69366
H -3.16937 2.13698 1.92846
C -0.72804 -0.94735 -3.73427
H -4.99590 0.72174 -1.41352
C 5.01877 1.65003 0.98715
C 4.38427 0.78428 0.09797
H -2.09448 -3.31353 -5.74168
C -1.09068 -0.03526 2.81250
C 0.09371 -0.32515 -4.66713
H 6.86501 2.34483 1.82411
H -3.69232 -0.40828 -0.99382
N -1.21470 -0.69516 -0.15471
N -3.10691 1.60969 -1.11966
C -1.86861 -0.92851 4.96808
C -0.64864 -1.85562 -6.36938
```

Electronic structure analysis, Löwdin charges in units of e: 0.106 0.098 -0.698 -0.924 -0.107 0.039 0.548 -0.162 -0.094 -0.132 0.117 0.099 0.106 0.098 -0.078 0.088 -0.241 -0.201 0.085 -0.608 0.073 -0.088 -0.099 0.112 1.376 -0.147 -0.174 -0.044 0.780 0.031 0.118 0.095 -0.101 0.089 -0.105 -0.521 0.084 -0.088 -0.122 0.097 -0.093 0.111 0.091 -0.122 -0.128 0.129 -0.147 0.107 -0.024 -0.167 0.092 -0.328 -0.027 0.097 0.090 -0.081 0.031 -0.028 -0.112



[3]
Here is C22H45As3BrCsN3S2 as an isolated structure in a non-equilibrium geometry from OMol25. Energies are from ωB97M-V/def2-TZVPD.

Properties
DFT total energy ... -11127.26446 a.u.
Spin multiplicity ... 1
F_max ... 4.8 eV/A
LUMO energy (spin up / spin down) ... 1.6 / 1.6 eV
Net charge ... -1
HOMO-LUMO gap (spin up / spin down) ... 4.985 / 2.627 eV
Relative energy (zero: lowest compared OMol25 entry of this formula, charge and spin) ... 0.639 eV

Structure (XYZ):
```
77
C22H45As3BrCsN3S2 | OMol25 | ωB97M-V/def2-TZVPD
H 13.21907 7.53020 8.33208
C 12.14936 9.15786 5.55917
H 16.98381 12.75345 9.56160
H 17.72984 9.22924 11.57689
H 11.84130 11.69667 12.84504
H 13.70368 9.09053 15.36278
H 12.12604 14.26913 7.24583
H 16.39451 14.52920 14.58848
C 16.65355 9.44232 11.81232
H 15.79603 9.12890 15.15977
C 6.74191 6.98056 8.87915
H 12.15138 11.25194 14.56397
H 10.86896 10.72900 5.66021
As 17.41876 12.28481 15.08563
S 12.96657 12.91278 10.22050
S 9.68304 13.35228 10.88182
Br 5.76174 4.67237 10.19856
H 9.05740 14.90230 8.22104
H 16.09243 12.39282 17.12457
C 16.37092 10.02240 13.21525
C 6.82696 6.20433 10.04768
H 13.76793 7.72555 5.90758
H 18.33310 10.28964 14.06733
N 11.70685 10.38491 6.17339
H 17.22506 10.85333 8.06203
H 16.07466 8.51869 11.71260
H 16.18140 12.96465 11.15112
H 17.42171 9.17348 8.54503
H 14.92478 11.51198 12.56755
Cs 10.89198 10.17196 9.16543
H 5.86887 6.94997 8.15975
C 16.33453 8.85693 14.29222
H 12.63370 9.35334 4.59716
As 16.02418 10.61996 10.23518
C 7.80017 7.79305 8.54806
H 13.99076 9.09494 6.81179
C 10.33697 13.66889 9.46464
H 7.94682 5.90218 11.84689
H 14.84840 11.18453 14.23488
H 8.62317 13.20138 8.31830
C 11.99487 10.86467 13.57114
C 16.90148 12.34769 10.57519
H 13.40942 14.69959 8.36907
H 15.44938 11.04141 16.05243
C 12.34710 14.69300 8.20061
H 12.05200 8.59840 14.93659
H 10.98288 10.38174 13.52969
H 9.98813 13.71958 7.26350
C 15.01508 10.71303 13.28094
H 11.29608 8.49315 5.37126
H 17.86812 12.22147 11.10071
N 8.87257 8.01121 9.33145
H 7.87560 8.34064 7.62770
H 16.08835 13.35342 13.18927
H 15.87340 7.94566 13.90340
C 9.46534 13.87790 8.20999
C 13.16058 8.42212 6.46309
C 17.49723 10.93771 13.66298
As 13.31253 9.60665 12.89360
H 9.69306 7.52745 11.14918
H 17.89166 11.51841 12.80612
H 11.93073 15.72023 8.26564
H 13.50442 7.51150 14.45002
H 15.06684 13.22960 14.59526
H 17.31777 8.52277 14.63644
C 16.33969 11.53868 16.47398
C 13.08499 8.56291 14.58611
H 17.00158 10.80619 16.97290
C 11.84757 13.77390 9.32683
C 7.86428 6.49001 10.94353
H 18.44448 10.42998 9.30277
N 12.51663 7.85395 7.64409
H 12.41599 11.12544 6.09725
C 17.47771 10.22942 8.89278
H 11.71408 7.17750 7.48599
C 16.06866 13.51418 14.29300
C 8.85051 7.32881 10.49867
```

Electronic structure analysis, Löwdin charges in units of e: 0.078 -0.299 0.018 0.079 -0.016 0.013 0.042 0.013 -0.333 0.027 -0.195 0.019 0.087 1.100 0.450 0.584 0.602 0.075 0.025 -0.655 -0.806 0.085 0.068 -0.097 -0.007 0.045 -0.008 0.019 0.012 0.765 0.094 -0.069 0.100 1.117 -0.254 0.118 -0.996 0.077 0.019 0.052 -0.371 -0.348 0.027 0.001 -0.158 0.011 0.040 0.053 -0.380 0.117 0.020 -0.183 0.071 0.001 0.069 -0.150 -0.305 -0.406 1.125 0.070 0.032 0.084 0.027 0.012 0.078 -0.377 -0.354 0.022 -0.888 -0.179 0.003 -0.078 0.083 -0.346 0.104 -0.318 -0.258



[4]
Here is a single C2H3BrINO2 molecule in a non-equilibrium geometry from OMol25. Energies are from ωB97M-V/def2-TZVPD.

Properties
DFT total energy ... -3154.66904 a.u.
Spin multiplicity ... 1
F_max ... 2.7 eV/A
LUMO energy (spin up / spin down) ... -2.5 / -1.4 eV
Net charge ... 0
HOMO-LUMO gap (spin up / spin down) ... 5.946 / 7.133 eV
Relative energy (zero: lowest compared OMol25 entry of this formula, charge and spin) ... 4.325 eV

Structure (XYZ):
```
10
C2H3BrINO2 | OMol25 | ωB97M-V/def2-TZVPD
O -0.61048 1.04030 -1.14659
Br 3.08354 0.46573 0.37325
O 0.26424 1.45192 0.80490
N 0.44115 1.01561 -0.33650
C 1.50408 0.39820 -0.77321
C -1.35332 -1.16452 0.67616
H 1.72384 -0.24283 -1.65964
H -1.02428 -1.53609 1.74094
I -2.48082 0.49421 0.36564
H -1.54797 -1.92253 -0.04496
```

Electronic structure analysis, Löwdin charges in units of e: -0.311 0.637 -0.169 -0.578 -0.473 -0.470 0.082 0.050 1.280 -0.049



[5]
Here is a single C5H9NO2 molecule in a non-equilibrium geometry from OMol25. Energies are from ωB97M-V/def2-TZVPD.

Properties
DFT total energy ... -401.10370 a.u.
Spin multiplicity ... 1
F_max ... 3.0 eV/A
LUMO energy ... 0.7 eV
Structure (SMILES) ... C=NCCCC(=O)O
Net charge ... 0
HOMO-LUMO gap ... 10.547 eV
Relative energy (zero: lowest compared OMol25 entry of this formula, charge and spin) ... 1.988 eV

Structure (XYZ):
```
17
C5H9NO2 | OMol25 | ωB97M-V/def2-TZVPD
H 1.47023 0.05173 0.37305
O -0.41936 3.43127 -1.38017
H 0.74755 -0.52391 -1.05541
C -0.30328 -0.86879 0.99011
C 0.14364 2.35627 -1.15098
C -0.57387 -3.15492 0.79186
H -0.26268 -4.14660 1.06916
N 0.20869 -2.22999 1.10964
H 0.04229 -0.46135 2.03817
H 1.51175 2.82264 -2.46423
C 0.47327 0.00340 -0.06945
H -1.46040 -3.11152 0.14497
H 0.20796 1.91319 0.78708
O 1.27375 1.99637 -1.94330
H -1.35115 1.33491 -0.07953
C -0.22657 1.33223 -0.07875
H -1.48181 -0.74493 0.91779
```

Electronic structure analysis, Löwdin charges in units of e: 0.107 0.058 0.140 -0.268 -0.440 -0.076 0.057 -0.051 0.142 0.138 -0.211 0.081 0.153 0.027 0.141 -0.136 0.137



[6]
Here is a single CH5PS3 molecule in a non-equilibrium geometry from OMol25. Energies are from ωB97M-V/def2-TZVPD.

Properties
DFT total energy ... -1576.98327 a.u.
Spin multiplicity ... 1
F_max ... 4.9 eV/A
LUMO energy ... -0.3 eV
Structure (SMILES) ... CSP(S)S
Net charge ... 0
HOMO-LUMO gap ... 8.052 eV
Relative energy (zero: lowest compared OMol25 entry of this formula, charge and spin) ... 1.506 eV

Structure (XYZ):
```
10
CH5PS3 | OMol25 | ωB97M-V/def2-TZVPD
P -1.27670 0.13141 1.15467
H 0.86456 0.01299 -1.52382
H -2.30025 -1.99574 0.57759
H -0.26295 2.16998 1.16036
H 1.82637 0.80384 -0.13592
S 0.67473 -1.38034 0.34976
S -0.82646 1.79496 0.02820
C 1.58016 -0.13029 -0.56533
S -2.69647 -0.80206 -0.10318
H 2.41700 -0.60475 -0.94234
```

Electronic structure analysis, Löwdin charges in units of e: 0.068 0.059 -0.141 -0.200 -0.014 0.355 0.321 -0.624 0.199 -0.023